A 6-piece molecular cluster, C28H50ClF5N2O11P overall at a distorted geometry, computed with wB97M-V/def2-TZVPD.

Results
2S+1: 1
E_HOMO in Eh: -0.3823
HOMO-LUMO gap in hartree: 0.250
Charge: +1
LUMO in eV: -3.601

```
98
Properties=species:S:1:pos:R:3:forces:R:3
O -1.716 -1.553 -0.242 -1.80 1.11 -0.22
P -3.447 -1.314 -0.253 0.71 -0.77 1.46
Cl -4.214 -3.203 -0.985 0.97 1.43 -0.42
C -3.993 0.082 -1.435 -3.15 3.23 -3.08
C -5.510 0.709 -1.314 5.60 0.37 -2.84
N -5.522 1.797 -2.367 4.65 -2.72 0.27
C -4.202 1.890 -3.152 -1.09 -3.61 4.38
N -3.291 0.817 -2.555 -4.62 2.04 0.46
C -1.874 0.496 -2.977 1.40 -1.52 -0.76
C -1.645 0.546 -4.630 -0.56 0.11 1.20
C -0.033 0.465 -4.923 -0.61 0.16 -0.83
C 0.699 -0.911 -4.415 2.25 1.28 0.16
F 2.083 -0.890 -5.021 -4.17 -0.31 1.82
F 0.941 -0.957 -2.929 -1.19 -0.03 -4.62
C 0.004 -2.302 -4.950 0.84 -3.56 -0.30
F -1.277 -2.650 -4.292 4.24 1.46 -2.45
F -0.126 -2.365 -6.440 0.10 0.57 5.42
F 0.974 -3.405 -4.596 -3.60 3.56 -1.35
H -1.284 -1.125 0.558 -1.21 -0.64 -1.09
H -6.353 0.365 -0.567 1.84 1.17 -1.92
H -6.331 2.443 -2.561 0.49 -0.52 -0.08
H -3.923 2.627 -4.018 -0.82 -1.60 2.11
H -1.682 -0.646 -2.688 -0.58 2.61 -0.38
H -1.042 1.108 -2.403 -2.07 -0.91 -1.13
H -2.252 -0.361 -5.055 1.32 1.77 0.60
H -2.117 1.548 -5.074 1.37 -2.19 0.86
H 0.097 0.499 -6.109 -0.07 -0.27 2.67
H 0.465 1.442 -4.489 -0.68 -2.36 -0.68
O 4.721 -5.682 1.065 -0.95 0.70 -2.12
C 4.093 -5.421 0.040 0.83 -0.34 1.67
O 4.511 -4.430 -0.780 0.47 -0.21 0.12
C 3.970 -4.176 -2.090 -0.19 0.13 0.01
C 2.748 -3.282 -2.004 -0.11 0.05 0.05
C 2.807 -6.125 -0.269 -0.07 -0.68 -0.37
H 3.772 -5.109 -2.626 -0.04 0.05 0.17
H 4.754 -3.657 -2.652 0.01 -0.18 0.34
H 1.941 -3.757 -1.442 0.01 -0.04 -0.12
H 2.377 -3.039 -3.005 0.23 -0.08 0.34
H 2.991 -2.350 -1.483 0.07 -0.11 -0.13
H 1.985 -5.617 0.240 0.06 -0.03 -0.06
H 2.877 -7.152 0.100 -0.03 0.31 0.17
H 2.594 -6.201 -1.335 -0.12 0.22 0.05
O -7.793 3.113 -3.187 -0.34 0.52 -1.26
C -8.421 3.374 -4.211 0.23 0.50 0.22
O -8.003 4.364 -5.032 0.53 -0.90 0.96
C -8.544 4.619 -6.341 -0.39 0.28 -0.42
C -9.765 5.513 -6.256 -0.14 0.05 0.19
C -9.707 2.670 -4.521 0.07 -0.69 -0.27
H -8.741 3.686 -6.878 -0.01 0.04 0.21
H -7.759 5.138 -6.904 0.01 -0.19 0.39
H -10.573 5.038 -5.694 0.03 -0.01 -0.15
H -10.137 5.756 -7.256 0.09 -0.05 0.14
H -9.522 6.445 -5.735 0.04 -0.13 -0.17
H -10.528 3.178 -4.012 0.07 -0.02 -0.06
H -9.636 1.642 -4.151 -0.05 0.29 0.17
H -9.919 2.593 -5.587 -0.07 0.26 0.09
O -3.483 -0.480 2.384 -1.35 1.59 1.06
C -4.269 0.230 3.009 1.15 -0.67 -0.51
O -5.230 0.921 2.354 0.18 -0.61 -0.48
C -6.313 1.617 2.997 -0.09 0.34 0.22
C -5.894 3.019 3.395 0.18 0.10 0.05
C -4.120 0.419 4.488 -0.35 -0.53 0.48
H -6.711 1.042 3.839 0.19 0.03 -0.08
H -7.121 1.681 2.259 0.31 -0.20 0.00
H -5.081 3.003 4.125 -0.15 -0.02 0.01
H -6.737 3.567 3.826 0.11 -0.09 -0.07
H -5.525 3.570 2.523 -0.15 -0.10 0.08
H -3.406 1.222 4.679 -0.07 -0.05 -0.02
H -3.739 -0.512 4.919 0.15 0.25 -0.20
H -5.059 0.627 5.000 0.09 0.23 -0.06
O 4.296 -1.747 6.031 0.11 0.15 -2.22
C 4.595 -1.514 4.861 -0.06 -0.20 1.67
O 3.893 -2.081 3.853 -0.59 0.01 0.24
C 4.030 -1.726 2.465 0.34 -0.12 -0.05
C 5.156 -2.507 1.817 0.16 -0.07 0.13
C 5.794 -0.680 4.529 -0.44 0.44 -0.02
H 4.141 -0.645 2.341 0.08 -0.06 0.15
H 3.083 -1.996 1.983 0.04 -0.03 0.35
H 6.121 -2.275 2.274 -0.08 0.12 -0.06
H 5.217 -2.281 0.748 -0.02 -0.06 0.12
H 4.997 -3.583 1.941 -0.02 0.27 -0.10
H 6.684 -1.313 4.521 -0.40 0.18 -0.05
H 5.906 0.088 5.301 0.11 -0.37 -0.01
H 5.709 -0.146 3.583 0.15 -0.21 -0.10
O 8.537 -0.638 4.720 1.66 1.69 1.32
C 9.263 0.026 5.458 -0.78 -0.82 -1.14
O 8.942 1.306 5.756 -0.53 -0.35 -0.11
C 9.608 2.100 6.755 0.23 0.16 0.00
C 10.832 2.782 6.174 0.15 -0.03 -0.17
C 10.560 -0.532 5.960 0.06 -0.45 0.66
H 9.838 1.508 7.645 0.01 -0.04 -0.19
H 8.889 2.865 7.071 -0.05 -0.32 -0.23
H 11.574 2.054 5.836 -0.03 0.05 0.13
H 11.300 3.434 6.918 -0.08 -0.08 -0.08
H 10.557 3.383 5.301 -0.04 -0.04 0.20
H 11.339 -0.363 5.214 -0.07 0.01 0.07
H 10.437 -1.608 6.114 0.02 0.19 -0.29
H 10.870 -0.123 6.921 0.11 0.16 -0.16
```
Forces are in eV/Å.

Löwdin atomic charge list, values in e, 5 entries:
1. O -0.380
2. P 0.692
3. Cl 0.133
4. C -0.274
5. C 0.050